Run A
Here is C3H3BrO in the gas phase from OMol25. Energies are from wB97M-V/def2-TZVPD.

```
! wB97M-V def2-TZVPD RIJCOSX def2/J DEFGRID3
* xyz 0 1
C 1.162 0.217 -0.147
C -0.230 -0.010 0.136
C -1.484 -0.029 0.338
Br -3.115 0.543 -0.068
O -0.879 -1.334 0.348
H 1.355 -0.245 -1.073
H 1.772 -0.463 0.438
H 1.419 1.321 0.028
*
```

As for the structure (SMILES): CC1=C(Br)O1. The calculation puts the highest occupied orbital energy at -7.86 eV. Its LUMO energy is 0.67 eV. The value obtained for the orbital gap is 8.53 eV.

Charges per atom according to Mulliken partitioning, unit e: -1.0081 0.6627 -0.0176 -0.0421 -0.4808 0.3088 0.3264 0.2507

=====

Run B
Here is C3H3BrO in the gas phase from OMol25. Energies are from wB97M-V/def2-TZVPD.

```
! wB97M-V def2-TZVPD RIJCOSX def2/J DEFGRID3
* xyz 0 1
C 0.144 0.026 0.078
C 1.524 0.552 -0.191
Br 3.052 -0.651 -0.001
C 1.932 1.793 0.032
O 2.341 2.888 0.046
H -0.471 0.702 -0.329
H -0.163 -0.290 1.067
H -0.156 -0.820 -0.591
*
```

As for the structure (SMILES): CC(Br)=C=O. The calculation puts the highest occupied orbital energy at -8.94 eV. Its LUMO energy is -0.11 eV. The value obtained for the orbital gap is 8.83 eV.

Charges per atom according to Mulliken partitioning, unit e: -0.9971 0.0014 -0.1629 0.5377 -0.3587 0.3805 0.2773 0.3218

=====

Here is how they stack up, most stable first: run B, run A.

=====

Run A
Here is a 2-piece molecular cluster, C2H4O3S overall from OMol25. Energies are from wB97M-V/def2-TZVPD.

```
! wB97M-V def2-TZVPD RIJCOSX def2/J DEFGRID3
* xyz 0 1
C 0.879 -0.984 0.519
C -0.266 -1.041 -0.558
O 1.851 -1.706 0.634
O 0.707 0.085 1.341
O -1.353 -1.300 0.044
S -0.440 1.954 -1.031
H -0.195 2.548 -2.276
H 1.557 0.208 1.731
H -1.200 -1.217 1.029
H -1.540 1.454 -1.432
*
```

The calculation puts the highest occupied orbital energy at -9.01 eV. Its LUMO energy is 0.15 eV. The value obtained for the orbital gap is 9.16 eV.

Mulliken atomic charge list, values in e, 8 entries: 0.7088 -0.2238 -0.5443 -0.4121 -0.1946 -0.2954 0.1722 0.3128

=====

Run B
Here is C2H4O3S in the gas phase from OMol25. Energies are from wB97M-V/def2-TZVPD.

```
! wB97M-V def2-TZVPD RIJCOSX def2/J DEFGRID3
* xyz 0 1
C -0.007 -1.164 -0.890
C 0.049 -0.166 1.160
O -1.105 2.086 0.030
O 1.244 1.722 -0.324
O -0.468 -0.003 -1.388
S -0.044 1.200 -0.123
H 0.927 -1.400 -1.228
H -0.783 -1.977 -0.807
H -0.821 -0.261 1.829
H 1.007 -0.037 1.743
*
```

The calculation puts the highest occupied orbital energy at -10.14 eV. Its LUMO energy is -0.66 eV. The value obtained for the orbital gap is 9.48 eV.

Mulliken atomic charge list, values in e, 8 entries: -0.1954 -0.5920 -0.5110 -0.5191 -0.3640 1.0676 0.3042 0.2691

=====

Here is how they stack up, most stable first: run A, run B.

=====

Run A
Here is a 4-piece molecular cluster, C3H17N2O3 overall from OMol25. Energies are from wB97M-V/def2-TZVPD.

```
! wB97M-V def2-TZVPD RIJCOSX def2/J DEFGRID3
* xyz 1 1
C -1.246 0.816 -1.708
C -1.651 -0.495 -1.123
C -0.710 -1.649 -1.697
N 0.736 -1.338 -1.509
N -0.080 1.566 -1.032
H -2.057 1.546 -1.687
H -1.200 0.769 -2.830
H -1.590 -0.568 -0.060
H -2.615 -0.635 -1.477
H -1.080 -2.652 -1.277
H -0.794 -1.589 -2.847
H 0.943 -1.213 -0.521
H -0.234 2.594 -0.737
H 1.383 -2.171 -1.704
H 0.614 1.707 -1.703
H 0.370 1.211 -0.200
H 1.147 0.449 1.659
H 0.051 -0.059 2.449
O 0.277 0.427 1.622
H 0.737 2.484 1.932
H 0.559 4.021 1.645
O 0.314 3.223 1.358
H 1.451 -3.700 3.195
H 2.339 -2.373 2.786
O 1.538 -2.831 2.812
*
```

The calculation puts the highest occupied orbital energy at -13.11 eV. Its LUMO energy is -3.01 eV. The value obtained for the orbital gap is 10.10 eV.

Mulliken atomic charge list, values in e, 8 entries: -0.6233 -0.5463 -0.5582 -0.5255 -0.1086 0.3974 0.3372 0.2882

=====

Run B
Here is a 4-piece molecular cluster, C3H17N2O3 overall from OMol25. Energies are from wB97M-V/def2-TZVPD.

```
! wB97M-V def2-TZVPD RIJCOSX def2/J DEFGRID3
* xyz 1 1
C 0.691 -0.486 -0.790
C 1.550 0.610 -0.022
C 2.967 0.623 -0.683
N 3.244 1.681 -1.580
N -0.683 -0.491 -0.042
H 0.973 -1.661 -0.652
H 0.795 -0.101 -1.856
H 1.698 0.549 1.148
H 1.151 1.699 -0.212
H 3.651 0.802 0.107
H 3.175 -0.607 -0.843
H 3.560 1.280 -2.470
H 3.963 2.238 -1.385
H -0.736 -0.946 0.921
H -0.888 0.572 0.117
H -1.554 -0.820 -0.562
H -1.060 2.177 1.637
H -2.380 1.907 0.989
O -1.688 1.546 1.392
H -6.568 -0.465 -0.818
H -5.859 -1.513 -1.296
O -6.167 -0.656 -1.603
H 0.357 -2.109 3.352
H -0.506 -3.104 2.524
O 0.315 -2.724 2.629
*
```

The calculation puts the highest occupied orbital energy at -12.83 eV. Its LUMO energy is -3.28 eV. The value obtained for the orbital gap is 9.55 eV.

Mulliken atomic charge list, values in e, 8 entries: -0.4514 -0.3864 -0.6443 -0.5874 -0.3158 0.3190 0.2686 0.2915

=====

Here is how they stack up, most stable first: run A, run B.

=====

Run A
Here is C2H2ClNO2 in the gas phase from OMol25. Energies are from wB97M-V/def2-TZVPD.

```
! wB97M-V def2-TZVPD RIJCOSX def2/J DEFGRID3
* xyz 0 1
O -1.611 0.343 1.751
N -0.488 0.574 1.283
C -0.398 0.205 -0.139
C 1.021 -0.140 -0.450
O 1.902 0.538 -0.922
Cl 1.314 -1.937 -0.382
H -0.700 0.989 -0.780
H -1.041 -0.571 -0.360
*
```

As for the structure (SMILES): O=NCC(=O)Cl. The calculation puts the highest occupied orbital energy (spin up / spin down) at -10.38 / -10.38 eV. Its LUMO energy (spin up / spin down) is -1.18 / -1.18 eV. The value obtained for the orbital gap (spin up / spin down) is 9.20 / 9.20 eV.

Charges per atom according to Mulliken partitioning, unit e: -0.2785 0.0328 -0.4057 0.5273 -0.4056 -0.1904 0.2792 0.4409

=====

Run B
Here is a 2-piece molecular cluster, C2H2ClNO2 overall from OMol25. Energies are from wB97M-V/def2-TZVPD.

```
! wB97M-V def2-TZVPD RIJCOSX def2/J DEFGRID3
* xyz 0 1
C 0.231 0.000 -0.159
C 1.232 0.684 0.134
N 2.310 1.520 0.058
O 2.470 1.952 -1.049
O 2.973 1.715 1.021
Cl 3.218 -1.800 -0.051
H 0.058 -1.150 -0.123
H -0.688 0.425 -0.313
*
```

The calculation puts the highest occupied orbital energy (spin up / spin down) at -11.36 / -9.75 eV. Its LUMO energy (spin up / spin down) is -2.24 / -4.06 eV. The value obtained for the orbital gap (spin up / spin down) is 9.12 / 5.69 eV.

Charges per atom according to Mulliken partitioning, unit e: -0.4095 0.0757 0.9003 -0.5056 -0.5012 -0.0972 0.2412 0.2962

=====

Run C
Here is a 2-piece molecular cluster, C2H2ClNO2 overall from OMol25. Energies are from wB97M-V/def2-TZVPD.

```
! wB97M-V def2-TZVPD RIJCOSX def2/J DEFGRID3
* xyz 0 1
C 1.177 0.224 0.292
N 1.057 1.366 0.218
O 0.883 2.525 0.124
H 1.336 -0.855 0.280
O -1.002 -1.828 0.604
C -1.066 -0.935 -0.212
Cl -1.923 0.524 -0.039
H -0.462 -1.020 -1.267
*
```

As for the structure (SMILES): C#[N+][O-].O=CCl. The calculation puts the highest occupied orbital energy at -10.33 eV. Its LUMO energy is 0.17 eV. The value obtained for the orbital gap is 10.50 eV.

Charges per atom according to Mulliken partitioning, unit e: -0.2212 0.4413 -0.5911 0.4240 -0.3949 0.0660 -0.0858 0.3618

=====

Here is how they stack up, most stable first: run A, run C, run B.

=====

Run A
Here is C2H2ClNO2 in the gas phase from OMol25. Energies are from wB97M-V/def2-TZVPD.

```
! wB97M-V def2-TZVPD RIJCOSX def2/J DEFGRID3
* xyz 0 1
O 1.960 -0.281 0.135
C 0.999 0.243 -0.277
C -0.425 0.290 0.341
Cl -1.200 1.820 -0.158
N -1.244 -0.869 -0.162
O -0.811 -1.968 0.125
H 1.118 0.717 -1.344
H -0.397 0.049 1.340
*
```

As for the structure (SMILES): O=C[C@@H](Cl)N=O. The calculation puts the highest occupied orbital energy (spin up / spin down) at -10.00 / -10.00 eV. Its LUMO energy (spin up / spin down) is -1.13 / -1.13 eV. The value obtained for the orbital gap (spin up / spin down) is 8.87 / 8.87 eV.

Charges per atom according to Mulliken partitioning, unit e: -0.3468 -0.1068 0.2107 -0.1532 0.0211 -0.2603 0.2752 0.3601

=====

Run B
Here is C2H2ClNO2 in the gas phase from OMol25. Energies are from wB97M-V/def2-TZVPD.

```
! wB97M-V def2-TZVPD RIJCOSX def2/J DEFGRID3
* xyz 0 1
C 1.222 -0.359 0.042
C -0.131 -0.414 -0.096
Cl -1.226 -1.871 -0.008
N -0.933 0.789 -0.082
O -0.303 1.799 0.082
O -2.133 0.707 -0.174
H 1.986 -1.263 -0.034
H 1.518 0.613 0.271
*
```

As for the structure (SMILES): C=C(Cl)[N+](=O)[O-]. The calculation puts the highest occupied orbital energy at -10.77 eV. Its LUMO energy is -1.02 eV. The value obtained for the orbital gap is 9.75 eV.

Charges per atom according to Mulliken partitioning, unit e: -0.4976 0.2249 -0.1360 0.9584 -0.5917 -0.5411 0.2469 0.3362

=====

Here is how they stack up, most stable first: run A, run B.

=====

Run A
Here is C42H41AsN4O2V as an isolated structure from OMol25. Energies are from wB97M-V/def2-TZVPD.

```
! wB97M-V def2-TZVPD RIJCOSX def2/J DEFGRID3
* xyz 2 4
V 0.063 1.103 -0.916
C 4.110 1.902 4.932
C 3.065 1.569 3.899
C 1.852 1.022 4.234
C 0.875 0.724 3.259
C -0.275 -0.023 3.657
N -1.138 -0.506 2.821
C -2.258 -1.402 3.117
C -3.449 -1.035 2.246
C -3.150 -1.307 0.768
N -4.318 -0.945 -0.057
C -4.773 0.246 -0.309
C -4.157 1.527 -0.160
C -5.064 2.544 0.232
C -4.672 3.826 0.513
C -5.622 4.887 1.004
C -3.328 4.115 0.244
C -2.412 3.198 -0.234
C -1.176 3.754 -0.797
N -0.219 3.056 -1.269
C 0.778 3.644 -2.207
C 1.430 2.501 -3.013
C 2.569 1.828 -2.229
N 2.062 1.485 -0.882
C 2.797 1.723 0.134
C 2.378 1.524 1.530
C 3.301 1.775 2.528
C 1.089 1.048 1.894
O 0.128 0.869 1.035
C -2.786 1.822 -0.429
O -1.976 0.943 -0.907
H 3.753 1.675 5.934
H 4.372 2.961 4.902
H 5.027 1.335 4.767
H 1.636 0.794 5.274
H -0.419 -0.261 4.709
H -0.936 -0.236 1.846
H -2.492 -1.335 4.179
H -1.942 -2.427 2.908
H -3.703 0.017 2.394
H -4.307 -1.631 2.562
H -2.956 -2.366 0.601
H -2.301 -0.749 0.381
H -4.946 -1.707 -0.275
H -5.811 0.249 -0.635
H -6.110 2.279 0.358
H -6.515 4.445 1.443
H -5.940 5.539 0.190
H -5.154 5.513 1.762
H -2.994 5.143 0.362
H -1.154 4.838 -0.931
H 1.548 4.187 -1.655
H 0.274 4.349 -2.865
H 1.823 2.876 -3.957
H 0.658 1.767 -3.287
H 3.414 2.516 -2.151
H 2.909 0.922 -2.733
H 3.810 2.096 -0.019
H 4.280 2.141 2.226
C -1.552 -5.866 -1.112
C -0.433 -5.669 -0.317
C 0.178 -4.419 -0.253
C -0.346 -3.366 -0.990
C -1.480 -3.559 -1.779
C -2.078 -4.809 -1.847
As 0.455 -1.618 -1.042
C 2.221 -1.894 -0.304
C 2.567 -1.974 1.036
C 3.903 -2.128 1.391
C 4.877 -2.190 0.400
C 4.526 -2.112 -0.941
C 3.192 -1.969 -1.304
C 2.678 -1.853 -2.691
C 3.445 -1.918 -3.848
C 2.839 -1.765 -5.087
C 1.469 -1.540 -5.183
C 0.694 -1.475 -4.030
C 1.303 -1.641 -2.795
H -2.013 -6.843 -1.166
H -0.019 -6.493 0.249
H 1.064 -4.287 0.355
H -1.889 -2.743 -2.366
H -2.945 -4.960 -2.477
H 1.811 -1.932 1.813
H 4.184 -2.201 2.433
H 5.917 -2.310 0.674
H 5.298 -2.170 -1.699
H 4.513 -2.093 -3.793
H 3.438 -1.823 -5.987
H 1.008 -1.422 -6.154
H -0.373 -1.302 -4.112
*
```

The calculation puts the highest occupied orbital energy (spin up / spin down) at -11.96 / -12.80 eV. Its expectation value of S² is 3.764. Its LUMO energy (spin up / spin down) is -5.61 / -5.60 eV. The value obtained for the orbital gap (spin up / spin down) is 6.35 / 7.20 eV.

Mulliken atomic charge list, values in e, 8 entries: -0.3111 -1.6798 -0.0517 -0.7783 0.3301 -0.3143 0.5026 -0.8096

=====

Run B
Here is C42H41AsN4O2V as an isolated structure from OMol25. Energies are from wB97M-V/def2-TZVPD.

```
! wB97M-V def2-TZVPD RIJCOSX def2/J DEFGRID3
* xyz 2 4
V -0.119 1.046 -1.042
C 4.836 1.264 4.235
C 3.607 1.118 3.381
C 2.416 0.639 3.865
C 1.274 0.498 3.048
C 0.155 -0.178 3.574
N -0.901 -0.476 2.872
C -1.992 -1.352 3.276
C -3.241 -1.048 2.464
C -3.050 -1.343 0.969
N -4.303 -1.104 0.258
C -4.861 0.042 -0.016
C -4.344 1.366 0.003
C -5.299 2.361 0.318
C -4.988 3.696 0.384
C -6.000 4.743 0.768
C -3.697 4.049 -0.009
C -2.726 3.137 -0.405
C -1.543 3.700 -1.027
N -0.509 3.062 -1.427
C 0.467 3.769 -2.272
C 1.168 2.752 -3.174
C 2.345 2.043 -2.508
N 1.940 1.560 -1.188
C 2.759 1.720 -0.221
C 2.555 1.353 1.168
C 3.643 1.457 2.022
C 1.308 0.894 1.672
O 0.238 0.816 0.956
C -3.008 1.731 -0.391
O -2.190 0.838 -0.812
H 4.652 0.949 5.260
H 5.169 2.302 4.259
H 5.657 0.665 3.837
H 2.343 0.335 4.904
H 0.185 -0.525 4.604
H -0.861 -0.119 1.911
H -2.192 -1.220 4.339
H -1.696 -2.393 3.117
H -3.522 0.000 2.597
H -4.056 -1.658 2.857
H -2.776 -2.387 0.811
H -2.285 -0.714 0.518
H -4.900 -1.914 0.148
H -5.918 -0.044 -0.256
H -6.311 2.043 0.547
H -6.865 4.294 1.252
H -6.352 5.284 -0.111
H -5.569 5.472 1.453
H -3.447 5.105 -0.055
H -1.607 4.774 -1.220
H 1.188 4.306 -1.649
H -0.045 4.508 -2.890
H 1.526 3.240 -4.082
H 0.426 2.017 -3.516
H 3.196 2.726 -2.433
H 2.649 1.185 -3.115
H 3.731 2.173 -0.434
H 4.579 1.821 1.609
C -2.233 -5.411 -1.073
C -0.994 -5.435 -0.444
C -0.156 -4.329 -0.513
C -0.566 -3.195 -1.206
C -1.810 -3.167 -1.829
C -2.636 -4.281 -1.773
As 0.519 -1.587 -1.256
C 2.024 -1.908 -0.107
C 2.030 -2.097 1.266
C 3.238 -2.197 1.942
C 4.431 -2.085 1.238
C 4.429 -1.901 -0.138
C 3.223 -1.823 -0.826
C 3.064 -1.671 -2.288
C 4.094 -1.547 -3.213
C 3.799 -1.414 -4.562
C 2.481 -1.400 -5.004
C 1.442 -1.507 -4.088
C 1.739 -1.654 -2.742
H -2.877 -6.279 -1.030
H -0.674 -6.321 0.086
H 0.819 -4.360 -0.044
H -2.131 -2.278 -2.363
H -3.591 -4.275 -2.284
H 1.091 -2.194 1.802
H 3.253 -2.368 3.010
H 5.373 -2.161 1.765
H 5.370 -1.841 -0.670
H 5.128 -1.560 -2.891
H 4.604 -1.328 -5.280
H 2.264 -1.311 -6.060
H 0.412 -1.498 -4.426
*
```

The calculation puts the highest occupied orbital energy (spin up / spin down) at -12.30 / -12.92 eV. Its expectation value of S² is 3.760. Its LUMO energy (spin up / spin down) is -5.66 / -5.64 eV. The value obtained for the orbital gap (spin up / spin down) is 6.65 / 7.28 eV.

Mulliken atomic charge list, values in e, 8 entries: 0.1874 -1.5389 0.2493 -1.2017 0.5424 -0.3446 0.4332 -0.7777

=====

Here is how they stack up, most stable first: run B, run A.